Entry 1:
Entry from the Open Molecules 2025 dataset: C18H27BrN2O3S in the gas phase (wB97M-V/def2-TZVPD).

The SMILES is CC[C@@H]1CCCCN1CCNC(=O)CCS(=O)(=O)c1ccc(Br)cc1. For the frontier orbital gap, the calculation gives 9.129 eV. The lowest unoccupied orbital energy comes out at 0.46 eV. The total charge is 0. Its energy relative to the best compared isomer or geometry (same formula, charge and spin) is 0.0 kJ/mol.

Last column: natural (NBO) charge in e.
Atoms and positions in Å:
C 0.9200 2.7125 -3.0234  -0.601
H 1.4602 3.2768 -3.7804  0.213
C 1.8521 2.3271 -1.8810  -0.430
H 2.6548 1.7003 -2.2777  0.200
H 2.3109 3.2282 -1.4747  0.201
C 1.1087 1.5543 -0.7707  -0.026
N 1.9447 0.6444 0.0003  -0.489
C 2.3272 -0.5766 -0.6754  -0.211
C 1.1654 -1.5809 -0.5924  -0.229
N 0.6537 -1.5364 0.7559  -0.625
C -0.1388 -2.4701 1.2926  0.679
O -0.5147 -3.4634 0.6957  -0.650
C -0.5229 -2.2051 2.7482  -0.506
C -2.0309 -2.1940 2.8740  -0.629
H -2.3718 -2.0177 3.8911  0.256
H -2.4723 -3.1055 2.4823  0.250
S -2.6803 -0.8055 1.8808  2.163
O -1.7416 0.2876 1.9625  -0.968
O -4.0335 -0.5490 2.2959  -0.934
C -2.7255 -1.3527 0.1672  -0.322
C -2.1843 -0.5173 -0.7897  -0.199
C -2.2036 -0.8936 -2.1215  -0.189
C -2.7681 -2.1126 -2.4608  -0.079
C -3.3331 -2.9437 -1.5064  -0.232
C -3.3175 -2.5517 -0.1796  -0.141
H -3.7664 -3.1777 0.5742  0.229
H -3.7742 -3.8843 -1.7970  0.235
Br -2.7747 -2.6501 -4.2793  0.068
H -1.7881 -0.2536 -2.8855  0.224
H -1.7525 0.4187 -0.4732  0.247
H -0.1237 -1.2482 3.0817  0.231
H -0.1046 -3.0071 3.3611  0.243
H 0.8038 -0.6331 1.1951  0.432
H 1.5006 -2.5957 -0.8173  0.222
H 0.3762 -1.3230 -1.3085  0.190
H 3.1908 -0.9989 -0.1572  0.203
H 2.6046 -0.4325 -1.7294  0.183
C 2.9662 1.3183 0.7749  -0.208
H 3.5704 0.5625 1.2844  0.201
C 2.2877 2.2130 1.8112  -0.400
C 1.3789 3.2213 1.1179  -0.401
C 0.3914 2.4853 0.2163  -0.413
H -0.2190 3.2025 -0.3342  0.206
H -0.2715 1.8853 0.8445  0.230
H 1.9848 3.9178 0.5343  0.191
H 0.8309 3.8033 1.8604  0.215
H 3.0450 2.7238 2.4082  0.208
H 1.6859 1.5910 2.4768  0.198
H 3.6435 1.9218 0.1490  0.166
H 0.3541 0.9313 -1.2632  0.193
H 0.5021 1.8251 -3.4952  0.198
H 0.0991 3.3277 -2.6627  0.203

Entry 2:
Entry from the Open Molecules 2025 dataset: a gas-phase ion, C18H27N2 (charge +1) (wB97M-V/def2-TZVPD).

The SMILES is C[C@]12C[C@@H]3C[C@](C)(C1)C[C@@]([NH2+]Cc1ccncc1)(C3)C2. For the frontier orbital gap, the calculation gives 10.104 eV. The lowest unoccupied orbital energy comes out at -2.78 eV. The total charge is +1. Its energy relative to the best compared isomer or geometry (same formula, charge and spin) is 0.0 kJ/mol.

Last column: natural (NBO) charge in e.
Atoms and positions in Å:
C -0.6282 3.7002 -1.2452  -0.600
H 0.2097 4.3376 -0.9731  0.214
H -1.0071 4.0321 -2.2074  0.225
H -1.4158 3.8321 -0.5071  0.213
C -0.1948 2.2380 -1.3240  -0.021
C 0.9086 2.0628 -2.3706  -0.404
C 1.3355 0.5987 -2.4405  -0.215
C 0.1414 -0.2739 -2.8197  -0.404
H -0.2345 0.0277 -3.7968  0.227
H 0.4469 -1.3194 -2.8934  0.212
C -0.9691 -0.1246 -1.7764  -0.020
C -2.1683 -0.9955 -2.1444  -0.600
H -2.5633 -0.7019 -3.1126  0.225
H -2.9624 -0.8924 -1.4087  0.214
H -1.8832 -2.0434 -2.1983  0.214
C -1.3842 1.3473 -1.6948  -0.413
H -1.7822 1.6622 -2.6592  0.228
H -2.1812 1.4672 -0.9579  0.212
C -0.4190 -0.5618 -0.4053  -0.452
C 0.7634 0.3237 -0.0387  0.206
C 1.8743 0.1595 -1.0734  -0.434
H 2.1963 -0.8836 -1.1306  0.216
H 2.7395 0.7736 -0.8110  0.216
C 0.3472 1.7862 0.0450  -0.450
H 1.2024 2.4101 0.3172  0.216
H -0.4331 1.9337 0.7935  0.219
N 1.3562 -0.1076 1.3035  -0.525
H 1.7459 -1.0532 1.1762  0.440
H 2.1433 0.5224 1.4854  0.437
C 0.4651 -0.1542 2.4923  -0.244
C 0.1868 -1.5503 3.0069  -0.012
C -0.4660 -1.6689 4.2306  -0.254
C -0.7373 -2.9357 4.7257  0.070
N -0.4028 -4.0431 4.0908  -0.385
C 0.2129 -3.9378 2.9330  0.071
C 0.5318 -2.7189 2.3426  -0.293
H 1.0282 -2.7363 1.3811  0.197
H 0.4672 -4.8687 2.4460  0.209
H -1.2415 -3.0674 5.6721  0.213
H -0.7554 -0.7909 4.7861  0.227
H -0.4855 0.3221 2.2423  0.243
H 0.9130 0.4284 3.3011  0.243
H -0.1124 -1.6079 -0.4644  0.220
H -1.2183 -0.4852 0.3330  0.222
H 2.1268 0.4822 -3.1853  0.235
H 0.5394 2.3815 -3.3449  0.227
H 1.7641 2.6933 -2.1208  0.212

Entry 3:
Entry from the Open Molecules 2025 dataset: C18H27N3O2 in the gas phase at a distorted geometry (wB97M-V/def2-TZVPD).

The SMILES is CCCCCc1nc(Cc2ccc(O)c(O)c2)n(C(C)(C)C)n1. For the frontier orbital gap, the calculation gives 8.785 eV. The lowest unoccupied orbital energy comes out at 0.42 eV. The total charge is 0. Its energy relative to the best compared isomer or geometry (same formula, charge and spin) is 408.1 kJ/mol.

Last column: natural (NBO) charge in e.
Atoms and positions in Å:
N 0.6079 1.1212 0.7967  -0.495
N 1.1513 0.0180 -1.1281  -0.285
O -6.0822 2.6201 -0.8684  -0.694
O -6.4897 0.7715 0.9022  -0.667
C -0.3888 0.3182 0.4539  0.367
C 1.5011 0.8693 -0.2148  0.308
C -3.6893 2.4561 -0.6947  -0.259
C -2.5946 1.8862 -0.1511  -0.251
C -4.0425 0.4391 1.1898  -0.265
C -4.9848 2.0644 -0.3469  0.228
C -5.1558 1.0103 0.5673  0.254
C -2.7296 0.9069 0.7607  -0.003
N -0.0062 -0.4435 -0.6632  -0.206
C -1.5222 0.3652 1.4120  -0.463
C 5.9996 -1.7156 1.8611  -0.612
C -1.6260 -0.7388 -2.5014  -0.632
C 0.1311 -2.5039 -2.1779  -0.616
C -1.6975 -2.3736 -0.5436  -0.602
C 2.8168 1.6017 -0.2157  -0.438
C 5.5116 -0.2859 1.9138  -0.405
C 3.7474 1.2841 0.9592  -0.380
C 4.3668 -0.1592 0.9310  -0.393
C -0.7931 -1.4244 -1.4379  0.146
H -5.8851 3.1392 -1.7065  0.502
H -6.9566 1.2232 0.2075  0.489
H -3.5863 3.2493 -1.4279  0.203
H -1.5783 2.3318 -0.4537  0.235
H -4.2622 -0.4671 1.7885  0.232
H -1.8180 -0.6640 1.7934  0.227
H -1.4123 1.0824 2.1959  0.262
H 5.1331 -2.3986 1.9544  0.202
H 6.5066 -2.0899 2.7296  0.208
H 6.6504 -2.0040 1.0521  0.206
H -2.2300 0.1255 -2.0939  0.227
H -2.3053 -1.5417 -2.9215  0.214
H -1.0616 -0.2821 -3.3236  0.219
H 0.9267 -2.9310 -1.4857  0.223
H 0.5801 -1.8917 -2.9879  0.224
H -0.4195 -3.3654 -2.6127  0.216
H -2.1018 -3.1645 -1.0752  0.215
H -1.0807 -2.7126 0.1838  0.208
H -2.5521 -1.8766 -0.1147  0.208
H 2.6838 2.6815 -0.1097  0.226
H 3.3669 1.1296 -1.0881  0.221
H 6.2314 0.4987 1.8016  0.200
H 5.1508 -0.1346 2.9236  0.195
H 3.1844 1.3891 1.9040  0.211
H 4.5226 2.0141 0.8535  0.196
H 4.7145 -0.5552 -0.0474  0.198
H 3.5675 -0.8730 1.2569  0.196

Entry 4:
Entry from the Open Molecules 2025 dataset: C18H27N5O7S in the gas phase at a distorted geometry (wB97M-V/def2-TZVPD).

The SMILES is CCN(CC)CCNC(=O)C(=O)NC[C@H]1OCCN1S(=O)(=O)c1ccc([N+](=O)[O-])cc1. For the frontier orbital gap, the calculation gives 7.066 eV. The lowest unoccupied orbital energy comes out at -1.09 eV. The total charge is 0. Its energy relative to the best compared isomer or geometry (same formula, charge and spin) is 26.2 kJ/mol.

Last column: natural (NBO) charge in e.
Atoms and positions in Å:
C 2.6489 1.4416 1.5516  -0.610
H 3.2558 2.2984 1.2694  0.199
H 3.0183 1.0559 2.4975  0.213
H 2.7617 0.6714 0.7921  0.197
C 1.1772 1.8244 1.6945  -0.230
N 0.9933 2.7494 2.7955  -0.463
C 1.4058 4.1180 2.5343  -0.214
C 2.2637 4.6534 3.6791  -0.605
H 3.1296 4.0135 3.8220  0.210
H 1.6985 4.6757 4.6070  0.199
H 2.6016 5.6621 3.4554  0.203
H 0.5393 4.7793 2.3903  0.170
H 1.9910 4.1420 1.6136  0.196
C -0.2514 2.6296 3.5049  -0.210
H -0.2096 3.3138 4.3548  0.198
H -0.3244 1.6107 3.8949  0.204
C -1.5338 2.9305 2.6765  -0.263
N -2.2361 1.7385 2.2830  -0.572
C -2.3016 1.2486 1.0487  0.605
O -1.8216 1.7470 0.0386  -0.671
C -3.0809 -0.0651 0.9996  0.606
O -3.5708 -0.5639 1.9934  -0.622
N -3.1921 -0.5354 -0.2579  -0.596
C -3.5464 -1.9023 -0.5299  -0.250
H -3.7631 -2.0142 -1.5926  0.206
H -4.4260 -2.1659 0.0617  0.231
C -2.3829 -2.8312 -0.1125  0.232
N -1.1581 -2.3836 -0.7827  -0.706
S 0.0538 -1.8389 0.2547  2.317
O -0.5664 -0.9549 1.1941  -0.945
O 0.8417 -2.9283 0.7498  -0.930
C 1.0449 -0.8982 -0.9046  -0.231
C 0.5992 0.3362 -1.3436  -0.236
C 1.3745 1.0494 -2.2416  -0.126
C 2.5758 0.5058 -2.6821  0.016
C 3.0227 -0.7338 -2.2362  -0.189
C 2.2445 -1.4386 -1.3365  -0.209
H 2.5558 -2.3939 -0.9454  0.251
H 3.9660 -1.1172 -2.5945  0.257
N 3.3876 1.2498 -3.6227  0.525
O 2.9823 2.3352 -3.9751  -0.364
O 4.4187 0.7364 -3.9986  -0.367
H 1.0670 2.0194 -2.6016  0.249
H -0.3221 0.7473 -0.9596  0.276
C -0.7393 -3.4455 -1.6865  -0.267
H -0.4910 -3.0317 -2.6654  0.211
H 0.1301 -3.9615 -1.2667  0.219
C -1.9658 -4.3660 -1.7205  -0.079
H -1.7141 -5.4224 -1.8043  0.209
H -2.6440 -4.0820 -2.5360  0.169
O -2.5813 -4.1673 -0.4664  -0.499
H -2.2647 -2.7679 0.9755  0.216
H -2.6257 -0.0434 -0.9380  0.423
H -2.6511 1.1503 2.9972  0.426
H -1.2694 3.4589 1.7578  0.228
H -2.2163 3.5539 3.2614  0.202
H 0.5998 0.9223 1.9033  0.220
H 0.8101 2.2380 0.7415  0.170